*i*
Formula: H12O6
Source: the Open Molecules 2025 dataset
Level of theory: ωB97M-V/def2-TZVPD

Each line ends with the Löwdin charge.
Element x y z (Å)
O1 -1.655 -1.819 1.658  -0.0280
H1 -2.505 -1.557 1.884  -0.0203
H2 -1.326 -0.928 1.456  -0.0053
O2 -0.322 0.330 0.442  -0.0491
H3 0.389 1.013 0.327  0.0766
H4 -1.180 0.701 0.376  0.0018
O3 0.726 -2.123 -0.112  -0.0659
H5 1.665 -1.951 -0.021  -0.0003
H6 0.385 -1.287 0.171  -0.0528
O4 1.935 1.898 -1.221  -0.0393
H7 1.224 2.141 -1.829  0.0754
H8 2.107 2.750 -0.791  0.0763
O5 3.025 -0.573 -0.919  -0.0540
H9 2.727 0.334 -0.959  -0.0306
H10 3.648 -0.411 -1.637  0.0464
O6 -3.329 0.653 0.452  -0.0155
H11 -3.375 -0.055 -0.165  0.0412
H12 -4.139 0.882 0.882  0.0433

Structure (SMILES): O.O.O.O.O.O
HOMO-LUMO gap, eV: 9.45
Spin multiplicity: 1
Lowest unoccupied orbital energy, eV: -0.0598
E_HOMO, eV: -9.5


*ii*
Formula: H12O6
Source: the Open Molecules 2025 dataset
Level of theory: ωB97M-V/def2-TZVPD

Each line ends with the Löwdin charge.
Element x y z (Å)
O1 1.145 -1.620 -0.965  -0.0783
H1 1.416 -0.716 -0.662  0.0141
H2 1.841 -2.233 -0.717  0.0585
O2 -1.385 0.317 -1.368  -0.0441
H3 -0.611 0.134 -1.923  0.0546
H4 -1.615 -0.538 -0.990  0.0243
O3 -1.135 -2.024 0.561  -0.0842
H5 -0.965 -2.783 1.144  0.0710
H6 -0.286 -1.897 0.074  0.0065
O4 -0.080 2.790 -0.485  -0.0596
H7 -0.572 2.006 -0.771  -0.0036
H8 0.114 3.292 -1.284  0.0505
O5 -0.405 0.193 2.103  -0.0571
H9 -0.919 -0.524 1.694  0.0130
H10 -0.904 0.995 1.912  0.0584
O6 1.715 0.616 0.386  -0.0792
H11 1.129 0.466 1.165  0.0273
H12 1.517 1.525 0.124  0.0280

Structure (SMILES): O.O.O.O.O.O
HOMO-LUMO gap, eV: 11.70
Spin multiplicity: 1
Lowest unoccupied orbital energy, eV: 0.5007
E_HOMO, eV: -11.2


*iii*
Formula: H12O6
Source: the Open Molecules 2025 dataset
Level of theory: ωB97M-V/def2-TZVPD

Each line ends with the Löwdin charge.
Element x y z (Å)
O1 2.754 0.209 -0.147  -0.0599
H1 2.502 -0.717 -0.209  0.0668
H2 3.675 0.408 -0.440  0.0948
O2 2.614 0.970 -2.858  -0.0485
H3 2.554 0.871 -1.915  -0.0373
H4 1.741 1.187 -3.170  0.0314
O3 -0.715 -1.281 2.511  -0.0411
H5 0.201 -1.475 2.767  0.0679
H6 -0.937 -1.855 1.782  0.0413
O4 -3.672 -0.442 1.195  -0.0627
H7 -3.714 -1.373 0.991  0.0176
H8 -2.851 -0.335 1.753  0.0395
O5 -1.832 0.989 -1.574  -0.0543
H9 -1.634 0.093 -1.818  0.0125
H10 -1.252 1.115 -0.839  -0.0430
O6 -0.045 0.842 0.520  -0.0518
H11 0.906 0.752 0.414  0.0066
H12 -0.297 0.045 1.039  0.0203

Structure (SMILES): O.O.O.O.O.O
HOMO-LUMO gap, eV: 10.19
Spin multiplicity: 1
Lowest unoccupied orbital energy, eV: -0.3663
E_HOMO, eV: -10.6


Most stable: *ii*. Least stable: *i*.


*i*
Formula: C4H7IO2
Source: the Open Molecules 2025 dataset
Level of theory: ωB97M-V/def2-TZVPD

Each line ends with the Löwdin charge.
Element x y z (Å)
C1 1.650 -0.463 1.950  -0.0621
C2 0.997 -0.231 -1.349  -0.0074
C3 -1.466 0.506 -1.172  -0.0270
C4 -0.228 0.082 -0.405  -0.4385
O1 2.356 0.387 1.944  0.0872
O2 -0.012 0.284 0.772  -0.0647
I1 -1.472 -0.652 3.926  0.5238
H1 1.685 0.587 -1.082  0.0954
H2 1.488 -1.178 -1.169  0.0761
H3 0.595 -0.261 -2.330  0.0494
H4 -2.339 0.541 -0.460  0.0983
H5 -1.790 -0.295 -1.958  0.1179
H6 -1.139 1.420 -1.657  0.0875
H7 -0.324 -0.728 2.989  -0.5359

HOMO-LUMO gap, eV: 10.14
Spin multiplicity: 1
Lowest unoccupied orbital energy, eV: 0.5906
E_HOMO, eV: -9.6


*ii*
Formula: C4H7IO2
Source: the Open Molecules 2025 dataset
Level of theory: ωB97M-V/def2-TZVPD

Each line ends with the Löwdin charge.
Element x y z (Å)
C1 1.046 0.218 -0.416  -0.6588
C2 -1.408 0.626 -0.567  -0.0409
C3 -0.223 -0.539 1.443  -0.0558
C4 -0.311 -0.365 -0.082  -0.3186
O1 1.496 1.296 -0.203  0.0493
O2 1.774 -0.709 -1.112  -0.6001
I1 3.618 -0.168 -1.696  0.9809
H1 -1.200 1.643 -0.409  0.0647
H2 -2.333 0.523 -0.083  0.0596
H3 -1.627 0.522 -1.617  0.0799
H4 -0.186 0.430 1.864  0.0586
H5 0.846 -0.937 1.627  0.1088
H6 -1.068 -1.261 1.921  0.1360
H7 -0.424 -1.278 -0.671  0.1364

HOMO-LUMO gap, eV: 9.00
Spin multiplicity: 1
Lowest unoccupied orbital energy, eV: -0.8466
E_HOMO, eV: -9.8


Most stable: *ii*. Least stable: *i*.


*i*
Formula: CH4NO3P
Source: the Open Molecules 2025 dataset
Level of theory: ωB97M-V/def2-TZVPD

Each line ends with the Löwdin charge.
Element x y z (Å)
C1 -1.814 -0.676 -0.385  -0.0506
N1 1.080 1.302 0.139  -0.0567
O1 1.316 -0.698 1.758  -0.2905
O2 1.238 -1.184 -0.812  -0.2749
O3 -0.904 -0.262 0.234  -0.0570
P1 1.216 -0.325 0.337  0.3661
H1 -1.672 -1.636 -0.929  0.1094
H2 -2.787 -0.236 -0.567  0.0943
H3 1.130 1.857 -0.747  0.0986
H4 1.197 1.857 0.973  0.0612

HOMO-LUMO gap, eV: 10.73
Spin multiplicity: 1
Lowest unoccupied orbital energy, eV: 0.0090
E_HOMO, eV: -10.7


*ii*
Formula: CH4NO3P
Source: the Open Molecules 2025 dataset
Level of theory: ωB97M-V/def2-TZVPD

Each line ends with the Löwdin charge.
Element x y z (Å)
C1 -0.246 -0.968 -1.191  -0.3853
N1 -0.404 0.940 1.452  0.0019
O1 1.627 1.545 -0.014  -0.2359
O2 -0.436 0.382 -1.227  -0.1097
O3 0.556 -1.122 -0.073  -0.1707
P1 0.508 0.629 0.079  0.5466
H1 -1.177 -1.661 -0.923  0.1700
H2 0.351 -1.328 -1.950  0.0969
H3 -0.977 0.203 1.771  0.0527
H4 0.197 1.381 2.076  0.0335

HOMO-LUMO gap, eV: 11.67
Spin multiplicity: 1
Lowest unoccupied orbital energy, eV: 0.7459
E_HOMO, eV: -10.9


Most stable: *ii*. Least stable: *i*.


*i*
Formula: C2H6N2O
Source: the Open Molecules 2025 dataset
Level of theory: ωB97M-V/def2-TZVPD

Each line ends with the Löwdin charge.
Element x y z (Å)
C1 -2.176 0.155 -0.094  -0.0925
C2 0.099 -0.765 -0.172  -0.1336
N1 2.187 0.723 0.005  -0.0263
N2 1.519 -0.494 -0.216  -0.1322
O1 -0.884 0.142 -0.168  -0.1021
H1 -2.758 -0.824 -0.054  0.0823
H2 -2.589 1.062 -0.446  0.0341
H3 0.035 -1.807 -0.226  0.0964
H4 1.804 1.307 0.789  0.0921
H5 2.045 1.267 -0.849  0.0748
H6 1.984 -1.178 0.383  0.1070

HOMO-LUMO gap (alpha / beta), eV: 7.91 / 7.44
Spin multiplicity: 1
Lowest unoccupied orbital energy (alpha / beta), eV: 0.9248 / 0.9359
E_HOMO (alpha / beta), eV: -7.0 / -6.5


*ii*
Formula: C2H6N2O
Source: the Open Molecules 2025 dataset
Level of theory: ωB97M-V/def2-TZVPD

Each line ends with the Löwdin charge.
Element x y z (Å)
H1 -0.402 2.018 0.080  0.0171
N1 0.378 1.460 0.036  0.1295
C1 0.040 0.257 0.036  -0.4917
C2 -1.338 -0.433 -0.022  -0.0143
N2 1.059 -0.655 0.045  -0.0490
O1 2.322 -0.133 0.039  -0.0115
H2 -2.042 0.421 -0.185  0.0826
H3 -1.617 -1.236 -0.697  0.0719
H4 -1.580 -0.721 1.010  0.0780
H5 0.987 -1.654 0.067  0.1412
H6 2.194 0.677 -0.409  0.0464

Structure (SMILES): [H]/N=C(\C)NO
HOMO-LUMO gap, eV: 9.51
Spin multiplicity: 1
Lowest unoccupied orbital energy, eV: 0.9069
E_HOMO, eV: -8.6


Most stable: *ii*. Least stable: *i*.


*i*
Formula: C2H6N2O
Source: the Open Molecules 2025 dataset
Level of theory: ωB97M-V/def2-TZVPD

Each line ends with the Löwdin charge.
Element x y z (Å)
N1 -0.427 -0.480 -1.339  0.0944
C1 -0.953 -1.526 -0.560  -0.3379
O1 -0.264 -2.015 0.373  -0.0420
H1 0.084 0.157 -0.749  0.0359
H2 -0.750 -0.216 -2.254  0.0853
H3 -1.983 -1.861 -0.756  0.1169
C2 1.424 1.864 0.771  -0.1514
N2 0.152 1.960 0.854  -0.0391
H4 1.941 2.581 0.043  0.0752
H5 2.010 0.992 0.936  0.0548
H6 -0.091 2.075 1.915  0.1078

Structure (SMILES): NC=O.C=N
HOMO-LUMO gap, eV: 8.97
Spin multiplicity: 1
Lowest unoccupied orbital energy, eV: -0.0731
E_HOMO, eV: -9.0


*ii*
Formula: C2H6N2O
Source: the Open Molecules 2025 dataset
Level of theory: ωB97M-V/def2-TZVPD

Each line ends with the Löwdin charge.
Element x y z (Å)
C1 -1.311 -0.719 -0.139  -0.1469
N1 -1.134 0.737 0.118  -0.0220
C2 0.028 1.207 0.096  -0.2950
N2 1.195 0.569 -0.228  -0.0597
O1 1.526 -0.784 0.005  -0.0740
H1 -0.815 -1.063 -1.031  0.0582
H2 -2.380 -1.079 -0.219  0.0729
H3 -1.016 -1.270 0.806  0.0798
H4 0.029 2.276 -0.041  0.1123
H5 2.094 1.109 -0.313  0.1512
H6 1.785 -0.982 0.946  0.1232

Structure (SMILES): C/N=C\NO
HOMO-LUMO gap, eV: 9.53
Spin multiplicity: 1
Lowest unoccupied orbital energy, eV: 0.6064
E_HOMO, eV: -8.9


*iii*
Formula: C2H6N2O
Source: the Open Molecules 2025 dataset
Level of theory: ωB97M-V/def2-TZVPD

Each line ends with the Löwdin charge.
Element x y z (Å)
N1 0.739 -0.178 0.388  -0.0840
N2 1.659 0.125 -0.681  0.0720
H1 1.410 1.058 -1.000  0.0961
H2 1.414 -0.511 -1.439  0.0857
H3 1.120 -0.961 0.917  0.1686
H4 0.462 0.669 1.056  0.1169
O1 -0.930 0.900 1.450  -0.2677
C1 -0.646 -0.401 0.029  -0.2670
C2 -1.320 -1.040 -0.790  0.0644
H5 -1.586 1.552 1.185  0.0069
H6 -2.323 -1.214 -1.116  0.0081

HOMO-LUMO gap, eV: 8.84
Spin multiplicity: 1
Lowest unoccupied orbital energy, eV: 0.6787
E_HOMO, eV: -8.2


Most stable: *i*. Least stable: *iii*.


*i*
Formula: C2H6N2O
Source: the Open Molecules 2025 dataset
Level of theory: ωB97M-V/def2-TZVPD

Each line ends with the Löwdin charge.
Element x y z (Å)
N1 -1.692 -0.470 -0.357  0.0134
C1 -0.322 -0.090 -0.583  -0.2403
N2 0.345 0.183 0.730  0.0273
C2 1.641 0.464 0.721  -0.4121
O1 2.322 0.484 -0.286  -0.0015
H1 -1.871 -1.414 -0.654  0.0672
H2 -2.365 0.183 -0.712  0.0644
H3 -0.267 0.805 -1.191  0.1216
H4 0.263 -0.932 -0.938  0.1194
H5 -0.148 0.059 1.586  0.1155
H6 2.093 0.729 1.685  0.1250

Structure (SMILES): NCNC=O
HOMO-LUMO gap, eV: 10.35
Spin multiplicity: 1
Lowest unoccupied orbital energy, eV: 0.8949
E_HOMO, eV: -9.5


*ii*
Formula: C2H6N2O
Source: the Open Molecules 2025 dataset
Level of theory: ωB97M-V/def2-TZVPD

Each line ends with the Löwdin charge.
Element x y z (Å)
H1 -1.967 1.255 -1.341  0.1144
N1 -1.045 1.831 -0.869  0.0117
C1 -0.057 0.934 -0.878  -0.2559
N2 -0.306 -0.534 -0.902  -0.0880
O1 0.625 -1.124 -0.130  -0.2560
C2 0.667 -0.643 1.178  -0.1176
H2 1.054 1.193 -0.592  0.1501
H3 -1.262 -0.996 -0.837  0.1565
H4 0.983 0.330 1.190  0.0206
H5 1.588 -1.365 1.394  0.1453
H6 -0.280 -0.881 1.787  0.1188

Structure (SMILES): [H]/N=C\NOC
HOMO-LUMO gap, eV: 10.00
Spin multiplicity: 1
Lowest unoccupied orbital energy, eV: 0.9755
E_HOMO, eV: -9.0


Most stable: *i*. Least stable: *ii*.


*i*
Formula: C2H6N2O
Source: the Open Molecules 2025 dataset
Level of theory: ωB97M-V/def2-TZVPD

Each line ends with the Löwdin charge.
Element x y z (Å)
C1 0.230 -0.451 -0.392  -0.1602
C2 -1.238 -0.302 -0.438  -0.0655
O1 0.631 1.441 0.369  -0.1114
N1 0.771 -1.413 0.500  -0.1119
N2 1.175 -0.734 1.485  -0.0519
H1 1.404 1.839 -0.057  0.0657
H2 0.828 -0.214 -1.265  0.1219
H3 1.031 0.737 1.124  0.0328
H4 -1.641 -0.219 0.573  0.0963
H5 -1.636 -1.235 -0.864  0.1014
H6 -1.554 0.550 -1.033  0.0827

HOMO-LUMO gap, eV: 7.05
Spin multiplicity: 1
Lowest unoccupied orbital energy, eV: -0.2105
E_HOMO, eV: -7.3


*ii*
Formula: C2H6N2O
Source: the Open Molecules 2025 dataset
Level of theory: ωB97M-V/def2-TZVPD

Each line ends with the Löwdin charge.
Element x y z (Å)
C1 -0.092 -1.121 -0.711  -0.0292
N1 -0.325 0.209 -0.217  -0.2456
N2 0.762 0.930 0.234  0.0382
C2 -1.527 0.638 0.282  -0.2943
O1 -2.486 -0.115 0.289  0.0061
H1 -0.071 -1.232 -1.743  0.0569
H2 0.824 -1.520 -0.214  0.1070
H3 -1.104 -1.503 -0.574  0.0835
H4 1.611 0.435 0.263  0.0576
H5 0.854 1.768 -0.374  0.1057
H6 -1.570 1.643 0.571  0.1141

Structure (SMILES): CN(N)C=O
HOMO-LUMO gap, eV: 9.53
Spin multiplicity: 1
Lowest unoccupied orbital energy, eV: 0.8661
E_HOMO, eV: -8.7


Most stable: *ii*. Least stable: *i*.


*i*
Formula: C2H4O2S2
Source: the Open Molecules 2025 dataset
Level of theory: ωB97M-V/def2-TZVPD

Each line ends with the Löwdin charge.
Element x y z (Å)
C1 1.477 -0.558 -1.133  -0.5164
C2 -0.489 0.574 0.363  -0.2021
O1 2.650 -1.875 -2.904  -0.6163
O2 1.239 2.012 -0.903  -0.5358
S1 2.342 -0.408 -2.738  0.9340
S2 1.327 0.823 -0.091  0.7822
H1 1.458 -1.569 -0.804  0.0295
H2 -0.833 1.535 0.743  0.0521
H3 -0.425 -0.027 1.218  0.0113
H4 -1.135 0.150 -0.406  0.0616

HOMO-LUMO gap (alpha / beta), eV: 7.89 / 7.60
Spin multiplicity: 1
Lowest unoccupied orbital energy (alpha / beta), eV: -1.3559 / -1.3279
E_HOMO (alpha / beta), eV: -9.2 / -8.9


*ii*
Formula: C2H4O2S2
Source: the Open Molecules 2025 dataset
Level of theory: ωB97M-V/def2-TZVPD

Each line ends with the Löwdin charge.
Element x y z (Å)
C1 -1.218 0.234 0.377  -0.1173
C2 0.186 0.550 0.592  -0.3421
O1 0.992 0.018 -1.943  -0.3337
O2 2.224 -0.998 -0.053  -0.3414
S1 -0.516 -1.947 -0.443  0.4886
S2 1.024 -0.553 -0.653  0.3050
H1 -2.125 0.159 1.113  0.1220
H2 -1.615 0.538 -0.564  0.0432
H3 0.473 1.426 0.018  0.0927
H4 0.575 0.573 1.556  0.0830

HOMO-LUMO gap, eV: 8.11
Spin multiplicity: 1
Lowest unoccupied orbital energy, eV: -1.5446
E_HOMO, eV: -9.7


Most stable: *ii*. Least stable: *i*.